Record 1
Entry from the Open Molecules 2025 dataset: a 13-piece molecular cluster, C52H104O26S13 overall (ωB97M-V/def2-TZVPD).

**Electronic energy**: -9176.2061 Ha

Structure (ORCA input):
```
! RIJCOSX wB97M-V def2-TZVPD def2/J DEFGRID3
* xyz 0 1
S 9.332 13.397 12.699
S 17.803 10.167 13.491
S 8.458 8.757 16.145
S 15.317 8.049 19.348
S 15.451 13.014 10.716
S 11.361 10.091 20.767
S 19.303 13.077 18.443
S 14.181 17.487 11.162
S 9.598 14.973 18.267
S 14.129 17.832 15.918
S 12.746 12.213 15.562
S 19.452 16.288 15.620
S 14.636 15.629 20.464
O 13.993 17.265 9.767
O 12.580 10.814 15.842
O 19.066 11.958 19.294
O 14.045 13.003 11.000
O 11.668 12.993 14.958
O 7.941 9.954 16.830
O 14.571 16.553 15.299
O 9.319 14.637 13.496
O 18.731 13.023 17.110
O 17.358 10.187 12.131
O 8.073 7.504 16.630
O 19.086 16.558 16.952
O 20.713 15.613 15.381
O 14.307 7.214 18.711
O 13.911 18.916 14.943
O 16.430 13.134 11.807
O 14.537 15.838 19.009
O 10.107 10.792 20.875
O 16.843 9.818 14.486
O 8.749 12.189 13.197
O 15.537 8.044 20.768
O 10.811 14.451 18.879
O 15.859 16.037 21.165
O 15.592 17.621 11.510
O 12.335 10.651 19.903
O 9.436 16.419 18.391
C 15.754 14.332 9.529
C 13.104 18.825 11.571
C 10.966 12.862 11.992
C 12.818 14.399 21.969
C 17.930 17.575 13.831
C 9.359 8.956 13.542
C 16.412 13.715 8.300
C 21.220 14.044 19.801
C 9.270 14.455 16.631
C 18.522 11.833 13.974
C 16.186 11.752 9.631
C 11.763 18.270 12.133
C 9.113 12.603 10.268
C 16.462 8.359 17.109
C 18.830 14.567 19.376
C 20.141 15.029 20.074
C 17.220 12.546 8.786
C 12.706 17.545 17.016
C 11.920 8.448 22.683
C 19.302 9.224 13.572
C 20.484 10.304 13.788
C 11.159 8.321 20.402
C 11.998 16.841 12.763
C 14.231 19.178 18.262
C 12.747 18.660 18.030
C 19.315 17.743 14.455
C 15.109 9.731 18.652
C 14.913 13.587 15.092
C 13.397 13.063 17.030
C 19.815 11.314 14.701
C 13.373 16.629 21.212
C 14.228 12.311 14.538
C 17.799 16.048 13.570
C 8.605 13.765 11.147
C 8.177 14.261 19.059
C 8.436 13.177 16.794
C 15.641 9.691 17.215
C 10.950 7.698 21.735
C 7.496 13.363 18.011
C 16.835 7.896 18.544
C 10.216 8.853 15.899
C 14.780 13.581 16.612
C 13.995 14.075 21.030
C 13.308 16.193 12.118
C 12.200 15.759 21.467
C 18.099 15.368 14.901
C 8.056 8.936 14.426
C 11.964 9.892 22.393
C 15.232 18.412 17.313
C 21.079 13.516 18.390
C 10.683 12.728 10.397
C 10.373 8.272 14.434
H 21.397 9.864 14.224
H 12.094 13.588 22.010
H 17.643 11.977 7.986
H 15.556 12.851 16.858
H 6.504 13.804 17.661
H 11.024 6.608 21.751
H 18.128 14.306 20.182
H 19.183 8.704 14.529
H 12.962 10.277 22.590
H 13.659 19.402 12.351
H 16.390 15.103 9.944
H 21.121 14.269 17.582
H 18.328 15.209 18.653
H 14.477 18.832 19.307
H 19.457 10.902 15.677
H 11.277 12.031 12.533
H 15.397 11.371 8.935
H 10.505 9.877 16.117
H 15.924 13.631 14.806
H 7.518 15.038 19.360
H 14.035 15.677 12.791
H 14.853 14.849 9.378
H 20.465 12.187 14.890
H 11.241 11.860 10.050
H 20.960 13.221 20.434
H 7.553 8.035 14.259
H 17.079 17.811 14.554
H 15.057 14.453 17.178
H 8.540 13.737 19.942
H 21.615 12.569 18.204
H 16.097 18.977 16.986
H 9.091 12.379 16.981
H 19.444 18.707 14.977
H 14.782 9.672 16.515
H 9.123 8.605 12.572
H 7.540 13.778 11.248
H 17.462 8.571 19.060
H 9.965 7.920 21.984
H 10.645 8.295 16.695
H 11.413 8.357 14.171
H 8.714 15.284 16.117
H 13.391 12.183 17.682
H 13.210 17.394 20.484
H 8.767 11.618 10.686
H 7.460 9.836 14.357
H 12.919 8.065 22.539
H 12.355 18.447 18.959
H 7.302 12.421 18.493
H 20.826 10.694 12.844
H 8.750 12.740 9.251
H 12.147 19.494 17.599
H 16.360 10.521 17.097
H 20.412 16.091 19.702
H 17.140 6.855 18.668
H 14.082 10.000 18.702
H 14.378 20.261 18.233
H 16.956 14.407 7.697
H 11.668 8.223 23.753
H 20.210 17.566 13.773
H 17.789 12.163 14.665
H 15.501 17.478 17.859
H 12.075 16.917 13.842
H 18.571 12.531 13.132
H 11.254 10.494 23.044
H 11.008 18.237 11.323
H 12.998 16.575 17.416
H 18.593 15.861 12.873
H 15.815 7.626 16.620
H 13.169 14.521 23.018
H 17.251 15.371 15.658
H 18.406 14.323 14.897
H 14.775 11.405 14.776
H 19.430 8.654 12.633
H 12.953 19.553 10.730
H 10.272 8.167 19.820
H 11.584 16.224 22.300
H 17.356 8.546 16.503
H 15.533 13.372 7.729
H 13.637 13.506 20.126
H 16.542 10.950 10.310
H 12.037 8.070 19.827
H 10.214 7.187 14.670
H 16.884 15.731 13.081
H 7.921 12.956 15.850
H 13.906 17.162 22.011
H 22.176 14.452 19.903
H 14.513 14.486 14.556
H 11.208 16.138 12.477
H 9.681 9.944 13.374
H 15.745 10.374 19.262
H 11.403 18.969 12.853
H 14.890 13.541 21.504
H 12.782 13.895 17.416
H 11.084 13.634 9.862
H 12.997 15.520 11.337
H 11.550 15.688 20.604
H 8.962 14.698 10.706
H 10.162 14.456 16.007
H 18.089 12.894 9.403
H 11.779 17.347 16.516
H 11.695 13.733 12.130
H 19.994 15.162 21.126
H 17.719 18.204 12.950
H 13.897 12.298 13.513
*
```

Record 2
Entry from the Open Molecules 2025 dataset: C26H28F3N3O4 in the gas phase (ωB97M-V/def2-TZVPD).

**SMILES**: CCO[C@H]1OC(C(=O)NCc2nc3ccccc3[nH]2)=C[C@@H](c2ccc(C(F)(F)F)cc2)[C@@H]1CCCO
**Electronic energy**: -1772.4548 Ha

Structure (ORCA input):
```
! RIJCOSX wB97M-V def2-TZVPD def2/J DEFGRID3
* xyz 0 1
F 2.404 2.844 5.928
F 3.718 2.741 4.231
F 3.252 0.958 5.337
O 0.557 1.571 -0.347
O -4.782 2.544 1.783
O -1.647 -2.800 -0.273
O -1.151 0.471 -1.497
N -1.501 -1.965 -2.373
N 0.648 -3.983 -1.565
N 1.134 -3.540 -3.696
C -4.137 3.720 1.356
C -1.577 -1.846 -1.031
C 4.577 -4.324 -2.604
C -1.673 2.256 0.068
C 0.400 0.482 2.356
C 0.194 -3.615 -2.800
C -3.787 3.713 -0.135
C 2.001 -4.155 -1.682
C -0.682 1.692 -0.963
C 1.820 -0.207 -1.512
C 2.991 -4.513 -0.781
C -0.587 1.449 2.209
C 0.561 2.824 3.827
C -3.048 2.453 -0.590
C -1.822 -0.127 0.722
C -1.240 -3.248 -3.001
C -1.747 1.268 1.254
C 3.599 -3.967 -3.508
C 2.292 -3.879 -3.041
C 4.281 -4.591 -1.266
C 1.668 1.274 -1.179
C 2.714 2.091 4.859
C 1.463 0.678 3.216
C -0.495 2.615 2.962
C -1.548 -0.440 -0.544
C 1.544 1.852 3.953
H -1.270 3.214 0.403
H 5.082 -4.866 -0.596
H -4.756 4.601 1.577
H 1.766 -0.799 -0.601
H -1.462 -3.182 -4.065
H -3.669 1.578 -0.386
H 2.530 1.613 -0.599
H -3.184 4.597 -0.349
H -3.230 3.788 1.959
H -2.922 2.513 -1.674
H 2.786 -0.377 -1.980
H -2.669 1.472 1.810
H -1.261 3.372 2.879
H -0.611 2.353 -1.847
H 5.603 -4.401 -2.935
H -2.108 -0.920 1.394
H 0.073 -4.038 -0.736
H 2.761 -4.720 0.253
H 0.342 -0.430 1.785
H 3.826 -3.761 -4.541
H 0.623 3.732 4.407
H -1.886 -3.991 -2.524
H 2.228 -0.076 3.321
H -4.711 3.793 -0.715
H 1.603 1.867 -2.103
H 1.045 -0.541 -2.196
H -5.605 2.444 1.292
H -1.318 -1.127 -2.904
*
```

Record 3
Entry from the Open Molecules 2025 dataset: C3H9OS as an isolated structure (ωB97M-V/def2-TZVPD).

**Electronic energy**: -593.0649 Ha

Structure (ORCA input):
```
! RIJCOSX wB97M-V def2-TZVPD def2/J DEFGRID3
* xyz -1 1
S 1.102 -1.403 -0.232
O -0.928 1.610 0.042
C -1.597 2.112 1.114
C 1.303 0.350 -0.367
C -0.697 -1.552 -0.372
H -0.963 1.984 2.017
H -1.871 3.214 1.080
H -1.177 -0.995 0.428
H 0.275 1.093 0.084
H -2.606 1.723 1.347
H 0.971 0.611 -1.370
H -1.094 -1.246 -1.338
H -0.882 -2.631 -0.295
H 2.149 0.806 0.115
*
```

Record 4
Entry from the Open Molecules 2025 dataset: C6H9NS in the gas phase (ωB97M-V/def2-TZVPD).

**SMILES**: C#CCN1CC(S)C1
**Electronic energy**: -686.7915 Ha

Structure (ORCA input):
```
! RIJCOSX wB97M-V def2-TZVPD def2/J DEFGRID3
* xyz 0 1
S -3.247 -0.079 -0.143
N 0.066 -0.943 -0.113
C -0.514 -0.088 1.004
C 1.527 -1.205 -0.008
C 2.719 1.146 -0.209
C 2.402 -0.090 -0.125
C -0.635 -0.083 -1.155
C -1.424 0.503 0.013
H -3.793 1.055 0.639
H -0.999 -0.782 1.762
H -1.461 1.575 -0.028
H -1.272 -0.760 -1.926
H 1.620 -1.572 1.054
H 0.093 0.651 -1.540
H 3.189 2.071 0.050
H 0.060 0.683 1.484
H 1.671 -2.081 -0.761
*
```

| no. | maximum force (hartree/bohr) | HOMO (hartree) |
| --- | --- | --- |
| 1 | 0.09861 | -0.356 |
| 2 | 0.01861 | -0.312 |
| 3 | 0.04648 | -0.089 |
| 4 | 0.14853 | -0.328 |